{"formula": "CH4NO5S", "method": "ωB97M-V/def2-TZVPD", "symbols": ["O", "S", "O", "O", "N", "O", "C", "O", "H", "H", "H", "H"], "positions_angstrom": [[1.6699, 1.4088, 0.4337], [2.1796, 0.1946, -0.2346], [3.2353, 0.4445, -1.1889], [2.8879, -0.6666, 0.9396], [1.1763, -0.8128, -0.8778], [0.0714, -0.8514, -0.0290], [-0.9459, 0.0945, -0.3094], [-0.7373, 1.3226, 0.4588], [3.3366, -1.4303, 0.4362], [-1.7929, -0.5147, -0.0785], [-0.8591, 0.1829, -1.4351], [0.2745, 1.4040, 0.6080]], "atomic_forces_ev_per_a": [[1.547, -1.244, 0.117], [1.296, 0.535, -1.195], [0.105, 0.006, 0.052], [1.246, -1.206, -0.032], [0.176, 0.981, -1.115], [-1.307, -0.942, 1.521], [2.620, 0.851, -0.567], [-1.442, -1.839, -1.045], [-1.134, 1.704, 1.073], [-1.287, 0.602, 0.694], [-0.392, 0.753, 0.990], [-1.429, -0.201, -0.495]], "nbo_charge": [-0.9751, 2.4232, -0.9978, -0.9170, -0.7335, -0.4597, 0.2128, -0.8085, 0.4906, 0.1399, 0.1300, 0.4950], "charge": -1, "homo_lumo_gap_ev": 8.2296, "smiles": "O=[S@@]([O-])(O)=NOCO", "e_lumo_ev": 3.784, "de_lowest_kj_mol": 0.00}